Arrangement w

This record from OMol25 describes a 2-piece molecular cluster, CH4SSi overall. The level of theory is ωB97M-V/def2-TZVPD.

## Properties
- E_LUMO (eV) = -0.41
- frontier orbital gap (eV) = 9.779

Cartesian coordinates (Å):
C  1.251  1.162  0.543
Si  -0.563  -0.690  -0.026
S  1.119  2.457  -0.223
H  -1.419  0.542  -0.269
H  -1.130  -2.069  -0.535
H  0.146  -0.939  1.380
H  0.595  -0.462  -0.870

Arrangement x

This record from OMol25 describes CH4SSi as an isolated structure. The level of theory is ωB97M-V/def2-TZVPD.

## Properties
- E_LUMO (eV) = -0.44
- frontier orbital gap (eV) = 7.391

Cartesian coordinates (Å):
C  0.401  -1.362  -0.226
Si  -0.314  0.987  0.298
S  -0.491  -2.305  -1.223
H  1.399  -1.252  -0.003
H  1.033  1.474  0.524
H  -1.128  1.106  1.601
H  -0.900  1.351  -0.970

Most stable structure, least stable structure: arrangement x, arrangement w.

Arrangement w

This record from OMol25 describes a 2-piece molecular cluster, C7H9N overall. The level of theory is ωB97M-V/def2-TZVPD.

## Properties
- E_LUMO (spin up / spin down) (eV) = -0.16 / -0.53
- frontier orbital gap (spin up / spin down) (eV) = 8.536 / 5.875

Cartesian coordinates (Å):
C  1.107  1.645  -0.028
C  -0.197  1.852  0.147
C  1.306  0.150  0.003
C  -0.883  0.614  0.284
C  2.482  -0.558  0.016
C  -2.990  0.427  -0.333
C  -0.192  -1.777  0.029
N  -0.015  -0.346  0.120
H  1.946  2.318  -0.162
H  -0.796  2.709  0.106
H  2.545  -1.584  0.302
H  3.365  0.027  -0.015
H  -3.466  -0.461  0.154
H  -3.574  1.345  -0.324
H  -1.158  -2.209  0.168
H  -0.174  -1.975  -1.023
H  0.694  -2.177  0.557

Arrangement x

This record from OMol25 describes one molecule with the formula C7H9N. The level of theory is ωB97M-V/def2-TZVPD.

## Properties
- SMILES = C=Cc1[nH]ccc1C
- E_LUMO (eV) = 1.07
- frontier orbital gap (eV) = 8.956

Cartesian coordinates (Å):
C  -2.077  -0.371  1.344
C  -1.622  0.543  0.502
C  -0.247  0.578  0.007
N  0.455  1.764  0.073
C  1.742  1.570  -0.339
C  1.856  0.259  -0.691
C  0.595  -0.380  -0.502
C  0.294  -1.840  -0.665
H  -1.436  -1.169  1.698
H  -3.114  -0.382  1.658
H  -2.305  1.327  0.182
H  -0.023  2.631  0.241
H  2.469  2.363  -0.287
H  2.720  -0.273  -1.061
H  0.903  -2.404  0.043
H  -0.771  -2.013  -0.540
H  0.562  -2.199  -1.663

Most stable structure, least stable structure: arrangement x, arrangement w.

Arrangement w

This record from OMol25 describes one molecule with the formula C7H9N. The level of theory is ωB97M-V/def2-TZVPD.

## Properties
- SMILES = C=C=CCCN=C=C
- E_LUMO (eV) = 0.91
- frontier orbital gap (eV) = 8.951

Cartesian coordinates (Å):
C  -0.452  1.996  -1.117
C  -1.034  0.986  -0.525
C  -1.444  -0.151  -0.126
C  -0.871  -1.532  -0.406
C  0.587  -1.359  -0.757
N  1.502  -0.793  0.250
C  1.245  0.013  1.082
C  1.203  0.931  2.102
H  0.409  2.509  -0.709
H  -0.752  2.243  -2.054
H  -2.303  -0.276  0.555
H  -0.962  -2.000  0.490
H  -1.456  -1.824  -1.283
H  1.103  -2.375  -0.852
H  0.892  -0.908  -1.591
H  1.717  1.863  1.941
H  0.616  0.678  2.999

Arrangement x

This record from OMol25 describes one molecule with the formula C7H9N. The level of theory is ωB97M-V/def2-TZVPD.

## Properties
- SMILES = C=C(C)/C(C)=C\C#N
- E_LUMO (eV) = -0.11
- frontier orbital gap (eV) = 8.861

Cartesian coordinates (Å):
C  0.019  -1.676  -0.417
C  0.788  -0.680  -0.003
C  2.242  -1.014  0.337
C  0.329  0.706  -0.058
C  1.394  1.779  -0.102
C  -1.024  1.079  -0.105
C  -2.114  0.196  0.082
N  -3.018  -0.489  0.279
H  -0.958  -1.576  -0.750
H  0.444  -2.638  -0.439
H  2.634  -0.272  1.085
H  2.471  -2.054  0.600
H  2.861  -0.777  -0.566
H  0.976  2.712  -0.535
H  1.718  2.086  0.910
H  2.361  1.482  -0.644
H  -1.182  2.121  -0.014

Arrangement y

This record from OMol25 describes one molecule with the formula C7H9N. The level of theory is ωB97M-V/def2-TZVPD.

## Properties
- E_LUMO (eV) = -0.91
- frontier orbital gap (eV) = 6.532

Cartesian coordinates (Å):
C  -0.022  -1.847  -1.568
C  -0.035  -1.034  -0.410
C  -0.913  0.284  -0.523
N  0.409  0.690  -0.744
C  0.981  1.008  0.519
C  -1.231  -0.755  0.362
C  0.053  1.790  1.363
C  0.658  0.540  1.778
H  -0.890  -2.561  -1.551
H  -0.087  -1.135  -2.391
H  0.797  -2.478  -1.993
H  -1.571  0.480  -1.444
H  2.041  1.257  0.243
H  -1.114  -1.078  1.376
H  -1.018  1.833  1.012
H  0.445  2.807  1.536
H  1.498  0.200  2.434

Most stable structure, least stable structure: arrangement x, arrangement y.

Arrangement w

This record from OMol25 describes one molecule with the formula C7H9N. The level of theory is ωB97M-V/def2-TZVPD.

## Properties
- SMILES = C1=C[C@@H]2N[C@@H]2C=CC1
- E_LUMO (eV) = 1.00
- frontier orbital gap (eV) = 9.912

Cartesian coordinates (Å):
C  1.054  -1.269  -0.126
C  -0.266  -1.536  -0.401
C  -1.349  -0.779  0.262
N  -2.179  0.184  -0.348
C  -1.157  0.637  0.416
C  -0.198  1.527  -0.160
C  1.126  1.243  -0.348
C  1.642  -0.051  0.327
H  1.710  -2.081  -0.297
H  -0.712  -2.478  -0.838
H  -1.854  -1.335  1.195
H  -1.920  0.195  -1.200
H  -1.201  1.352  1.487
H  -0.545  2.599  -0.530
H  1.760  2.070  -0.793
H  1.349  -0.199  1.344
H  2.739  -0.079  0.011

Arrangement x

This record from OMol25 describes C7H9N as an isolated structure. The level of theory is ωB97M-V/def2-TZVPD.

## Properties
- E_LUMO (eV) = 0.45
- frontier orbital gap (eV) = 7.476

Cartesian coordinates (Å):
C  1.250  0.271  -1.549
C  0.389  -0.672  -1.945
N  -0.604  -0.951  -0.996
C  -0.268  -0.140  0.178
C  0.852  0.643  -0.158
C  1.091  2.024  0.292
C  -1.839  -1.361  1.622
C  -0.933  -0.352  1.388
H  1.930  0.930  -2.061
H  0.339  -1.318  -2.810
H  -0.622  -1.936  -0.772
H  0.510  2.333  1.144
H  1.365  2.744  -0.461
H  1.795  1.069  0.634
H  -2.549  -1.472  2.425
H  -2.035  -1.999  0.776
H  -0.670  0.188  2.293

Most stable structure, least stable structure: arrangement x, arrangement w.

Arrangement w

This record from OMol25 describes one molecule with the formula C7H9N. The level of theory is ωB97M-V/def2-TZVPD.

## Properties
- SMILES = [H]/N=C(/C)C(C)=C=C=C
- E_LUMO (eV) = 0.53
- frontier orbital gap (eV) = 9.327

Cartesian coordinates (Å):
H  -0.129  0.117  -2.464
N  -0.769  0.695  -1.920
C  -0.522  0.723  -0.669
C  -1.298  1.571  0.295
C  0.899  0.173  -0.056
C  2.222  0.689  -0.468
C  0.469  -0.900  0.511
C  -0.433  -1.722  0.763
C  -1.043  -2.777  1.232
H  -2.186  1.989  -0.186
H  -1.611  0.984  1.160
H  -0.683  2.405  0.644
H  2.605  1.382  0.288
H  2.954  -0.116  -0.585
H  2.153  1.235  -1.415
H  -2.126  -2.832  1.214
H  -0.502  -3.615  1.658

Arrangement x

This record from OMol25 describes one molecule with the formula C7H9N. The level of theory is ωB97M-V/def2-TZVPD.

## Properties
- SMILES = [H]/N=C/[C@@H](C#C)C(=C)C
- E_LUMO (eV) = 1.03
- frontier orbital gap (eV) = 10.553

Cartesian coordinates (Å):
H  1.319  -2.707  -2.011
N  0.894  -2.363  -1.150
C  1.025  -1.158  -0.845
C  0.310  -0.657  0.368
C  1.346  0.046  1.141
C  2.310  0.648  1.479
C  -0.790  0.398  -0.070
C  -0.510  1.484  -0.810
C  -2.227  0.248  0.552
H  1.695  -0.409  -1.357
H  -0.193  -1.547  0.795
H  3.070  1.334  1.797
H  0.561  1.651  -1.079
H  -1.147  2.377  -0.795
H  -2.868  -0.348  -0.129
H  -2.743  1.208  0.659
H  -2.052  -0.203  1.455

Arrangement y

This record from OMol25 describes one molecule with the formula C7H9N. The level of theory is ωB97M-V/def2-TZVPD.

## Properties
- SMILES = C#C/N=C(\C)C(=C)C
- E_LUMO (eV) = 0.86
- frontier orbital gap (eV) = 10.071

Cartesian coordinates (Å):
C  3.803  0.293  0.535
C  2.593  0.177  0.489
N  1.019  0.688  0.464
C  0.340  -0.145  -0.141
C  0.434  -1.565  -0.538
C  -1.073  0.641  0.015
C  -1.196  1.863  -0.492
C  -2.208  -0.196  0.503
H  4.849  0.389  0.427
H  1.404  -1.719  -1.011
H  0.392  -2.193  0.351
H  -0.360  -1.831  -1.236
H  -2.144  2.384  -0.479
H  -0.332  2.443  -0.775
H  -2.368  -1.072  -0.126
H  -2.019  -0.537  1.521
H  -3.134  0.379  0.492

Arrangement z

This record from OMol25 describes one molecule with the formula C7H9N. The level of theory is ωB97M-V/def2-TZVPD.

## Properties
- SMILES = C1=C[C@H]2NCCC2=C1
- E_LUMO (eV) = 0.74
- frontier orbital gap (eV) = 8.910

Cartesian coordinates (Å):
C  -2.098  0.082  -0.348
C  -1.488  -1.018  0.101
C  -0.107  -0.665  0.559
N  0.997  -1.283  -0.273
C  1.893  -0.079  -0.580
C  1.370  1.085  0.356
C  -0.031  0.812  0.353
C  -1.230  1.233  -0.134
H  -3.152  0.215  -0.886
H  -1.893  -1.982  0.337
H  -0.015  -0.951  1.630
H  1.462  -2.084  0.280
H  1.655  0.180  -1.617
H  3.033  -0.248  -0.623
H  1.817  0.933  1.380
H  1.746  2.072  0.129
H  -1.487  2.148  -0.550

Most stable structure, least stable structure: arrangement z, arrangement y.

Arrangement w

This record from OMol25 describes an isolated ion of composition C2H9N2 and charge +2. The level of theory is ωB97M-V/def2-TZVPD.

## Properties
- charge = +2
- E_LUMO (spin up / spin down) (eV) = -8.36 / -15.16
- frontier orbital gap (spin up / spin down) (eV) = 15.385 / 8.535
- spin multiplicity = 2
- expectation value of S² = 0.75

Cartesian coordinates (Å):
C  0.449  0.773  0.231
N  0.975  -0.370  1.053
C  -0.144  0.152  -0.977
N  -1.129  -0.653  -0.365
H  -0.263  1.550  0.682
H  1.373  1.263  0.053
H  0.974  -0.265  2.126
H  1.976  -0.338  0.849
H  -0.645  0.894  -1.666
H  0.540  -0.427  -1.600
H  -1.594  -1.379  -0.897
H  -1.934  -0.133  0.128
H  -0.580  -1.065  0.383

Arrangement x

This record from OMol25 describes a 2-piece molecular cluster, C2H9N2 overall. The level of theory is ωB97M-V/def2-TZVPD.

## Properties
- charge = +2
- E_LUMO (spin up / spin down) (eV) = -10.48 / -14.50
- frontier orbital gap (spin up / spin down) (eV) = 10.708 / 6.467
- spin multiplicity = 2
- expectation value of S² = 0.75

Cartesian coordinates (Å):
N  -2.261  -0.281  -0.121
H  -0.817  0.268  0.105
H  -2.622  0.428  -0.763
H  -2.955  -0.409  0.611
H  -2.082  -1.169  -0.584
C  1.722  -0.794  -0.516
C  1.264  0.453  -0.149
N  0.126  0.632  0.686
H  1.163  -1.725  -0.529
H  2.685  -0.807  -1.028
H  1.781  1.375  -0.413
H  0.138  0.114  1.577
H  -0.068  1.614  0.949

Most stable structure, least stable structure: arrangement x, arrangement w.